A structure of composition C36H29AsN7NaO2S4, computed with ωB97M-V/def2-TZVPD.

Total charge: -2
ΔE to the lowest compared entry with this formula, charge and spin in kJ/mol: 165.1
DFT total energy in eV: -160925.82336
LUMO level in eV: 3.434
Highest occupied orbital energy in eV: -0.56

Positions of all 80 atoms, in Å:
Na: 0.1139 -0.9120 0.3937
N: -1.2015 -2.4109 -4.0095
C: -0.7076 -3.7064 -3.8980
C: -0.2930 -4.3953 -5.0273
C: 0.1712 -5.6988 -4.9285
C: 0.2672 -6.3081 -3.6897
C: -0.1117 -5.6162 -2.5504
C: -0.6279 -4.3384 -2.6505
S: -1.1644 -3.4514 -1.2200
N: -1.0421 -1.8714 -1.7004
C: -1.1007 -1.5128 -2.9317
C: -1.1101 -0.1117 -3.2900
C: -1.7788 0.3052 -4.4579
C: -1.7417 1.6282 -4.8272
C: -1.0182 2.5157 -4.0300
C: -0.4150 2.0159 -2.8815
N: -0.4560 0.7599 -2.5033
H: -1.0335 -2.0007 -4.9202
H: -0.3290 -3.9026 -5.9901
H: 0.4658 -6.2330 -5.8206
H: 0.6505 -7.3135 -3.5961
H: -0.0202 -6.0636 -1.5726
H: -2.3521 -0.4081 -5.0319
H: -2.2577 1.9657 -5.7192
H: -0.9462 3.5622 -4.2818
H: 0.1578 2.6781 -2.2440
C: -0.3277 5.4845 0.5331
O: -1.1802 4.5347 -0.0637
C: -0.9649 3.1973 0.1626
O: -1.8782 2.4311 0.0179
N: 0.2834 2.8778 0.5564
N: 0.6347 1.5556 0.8456
H: -0.8922 6.4159 0.5726
H: 0.5774 5.6428 -0.0622
H: -0.0588 5.1858 1.5482
H: 1.0459 3.5366 0.4363
H: 0.9907 1.5021 1.8009
H: 1.4235 1.2662 0.2562
S: 2.9693 -1.6756 -1.1147
C: 4.1406 -1.6289 0.1382
C: 4.9565 -2.7659 0.2097
N: 5.6436 -3.6937 0.2169
C: 4.4225 -0.5859 1.0074
S: 3.6788 0.9600 1.0437
C: 5.4349 -0.7398 1.9610
N: 6.2522 -0.7858 2.7756
S: -0.7454 -2.3433 2.4263
C: -1.8431 -1.9554 3.6866
C: -2.0021 -2.7846 4.8040
C: -2.9181 -2.4672 5.7850
C: -3.6897 -1.3191 5.6805
C: -3.5491 -0.4954 4.5712
C: -2.6494 -0.8001 3.5668
As: -2.2720 0.2352 1.9484
C: -3.6696 1.5956 2.2392
C: -4.8119 1.7341 1.4632
C: -5.7317 2.7343 1.7202
C: -5.5335 3.6138 2.7707
C: -4.3876 3.5049 3.5410
C: -3.4641 2.5133 3.2682
C: -3.2857 -0.8262 0.6848
C: -3.9693 -1.9753 1.0575
C: -4.7149 -2.6893 0.1378
C: -4.8042 -2.2454 -1.1696
C: -4.1338 -1.0945 -1.5505
C: -3.3703 -0.3946 -0.6340
H: -1.3971 -3.6782 4.8805
H: -3.0388 -3.1156 6.6463
H: -4.4037 -1.0714 6.4576
H: -4.1710 0.3929 4.4938
H: -4.9848 1.0515 0.6397
H: -6.6182 2.8232 1.1048
H: -6.2670 4.3821 2.9836
H: -4.2260 4.1940 4.3615
H: -2.5601 2.4267 3.8713
H: -3.9055 -2.3238 2.0817
H: -5.2351 -3.5895 0.4432
H: -5.4024 -2.7963 -1.8852
H: -4.2127 -0.7465 -2.5731
H: -2.8374 0.4998 -0.9281